# 1
Computed, not measured: the molecule C2H3NOS2 at a distorted geometry, with wB97M-V/def2-TZVPD.

Positions of all 9 atoms, in Å:
1 C -0.55 1.42 0.24
2 C -0.21 -1.01 -0.25
3 N -0.01 1.07 1.32
4 O -0.90 0.55 -0.72
5 S 0.31 -0.55 1.43
6 S 1.05 -1.36 -1.42
7 H -0.81 2.55 0.21
8 H -0.96 -1.69 -0.29
9 H 2.08 -1.00 -0.52

SMILES = S[C@@H]1OC=NS1
LUMO = 0.59 eV
highest occupied orbital energy = -8.67 eV
charge = 0


# 2
Computed, not measured: a structure of composition C23H41NO2P2Ru at a distorted geometry, with wB97M-V/def2-TZVPD.

Positions of all 70 atoms, in Å:
1 Ru -0.06 0.12 -1.21
2 C -1.03 -1.40 0.42
3 C 0.30 -1.70 -0.14
4 C 0.52 -0.24 1.69
5 C -0.84 -0.56 1.57
6 C 1.24 -0.86 0.62
7 C -2.30 -2.04 0.05
8 H -2.21 -2.64 -0.86
9 H -3.09 -1.28 -0.11
10 H -2.65 -2.71 0.86
11 C -1.91 -0.14 2.51
12 H -2.85 -0.65 2.28
13 H -2.08 0.95 2.44
14 H -1.63 -0.37 3.55
15 C 1.12 0.55 2.80
16 H 0.83 0.14 3.78
17 H 0.78 1.59 2.75
18 H 2.21 0.54 2.73
19 C 2.72 -0.86 0.50
20 H 3.18 -1.40 1.34
21 H 3.11 0.17 0.51
22 H 3.03 -1.35 -0.43
23 C 0.69 -2.96 -0.82
24 H 1.16 -3.66 -0.11
25 H 1.42 -2.76 -1.61
26 H -0.18 -3.46 -1.24
27 C -1.42 1.75 -5.30
28 C -1.84 0.46 -5.44
29 C -1.32 -0.49 -6.48
30 C 0.18 -0.35 -6.82
31 C 1.08 0.03 -5.68
32 C 1.51 1.29 -5.41
33 C 0.92 2.55 -5.94
34 C -0.58 2.47 -6.31
35 H -1.90 -0.38 -7.41
36 H 0.30 0.33 -7.68
37 H -1.52 -1.52 -6.16
38 H -0.69 2.05 -7.32
39 H -1.85 2.40 -4.54
40 H -2.82 0.17 -5.06
41 H -0.95 3.50 -6.39
42 H 1.05 3.36 -5.20
43 H 2.49 1.44 -4.95
44 H 1.48 2.89 -6.83
45 H 0.52 -1.33 -7.19
46 H 1.57 -0.83 -5.22
47 P -1.77 -0.13 -2.58
48 C -3.25 0.85 -2.58
49 C -1.58 -1.69 -3.44
50 P 1.80 0.78 -2.24
51 C -0.05 0.97 -3.02
52 C 2.85 -0.42 -3.07
53 C 2.46 2.43 -2.17
54 H -3.14 1.66 -1.83
55 H -4.07 0.18 -2.27
56 H -3.45 1.27 -3.58
57 H -0.92 -1.57 -4.30
58 H -2.58 -2.01 -3.76
59 H -1.15 -2.43 -2.76
60 H 2.32 2.93 -3.15
61 H 3.52 2.36 -1.90
62 H 1.92 2.98 -1.38
63 H -0.31 2.04 -3.13
64 H 0.03 0.45 -3.97
65 H 3.60 -0.74 -2.33
66 H 3.36 0.04 -3.92
67 H 2.27 -1.30 -3.39
68 O -1.81 2.21 -0.18
69 N -0.59 1.92 -0.34
70 O 0.29 2.68 0.13

LUMO (spin up / spin down) = -1.97 / -4.80 eV
2S+1 = 6
highest occupied orbital energy (spin up / spin down) = -9.19 / -11.33 eV
charge = +1
expectation value of S² = 8.794


# 3
Computed, not measured: a structure of composition C43H110F3O15Zn at a distorted geometry, with wB97M-V/def2-TZVPD.

Positions of all 172 atoms, in Å:
1 Zn 0.61 -3.84 -1.32
2 C 1.16 -1.13 0.30
3 O -0.19 -0.72 0.06
4 O 1.39 -2.33 -0.24
5 C 2.10 -0.06 -0.28
6 F 2.04 1.08 0.43
7 F 3.37 -0.48 -0.21
8 F 1.85 0.30 -1.55
9 C -0.91 -0.10 1.12
10 C -2.28 0.30 0.62
11 H -2.98 -0.54 0.54
12 H -2.77 0.87 1.42
13 H -2.30 0.88 -0.30
14 H -0.38 0.80 1.46
15 H -1.04 -0.78 1.97
16 H 1.37 -1.13 1.38
17 C 0.57 3.43 -4.95
18 C -0.43 2.40 -4.48
19 C -0.50 2.46 -2.96
20 O -1.69 2.73 -5.03
21 H 0.26 4.45 -4.73
22 H 0.60 3.36 -6.05
23 H 1.59 3.19 -4.65
24 H -0.08 1.43 -4.85
25 H -1.30 1.86 -2.51
26 H -0.75 3.51 -2.78
27 H 0.45 2.27 -2.45
28 H -2.09 1.97 -5.45
29 C 4.31 -5.23 0.35
30 C 3.69 -4.52 -0.84
31 C 4.46 -4.74 -2.13
32 O 2.32 -4.99 -1.03
33 H 4.09 -6.30 0.32
34 H 3.95 -4.80 1.28
35 H 5.39 -5.16 0.24
36 H 3.59 -3.45 -0.67
37 H 3.92 -4.33 -2.99
38 H 4.63 -5.80 -2.32
39 H 5.42 -4.22 -2.09
40 H 2.34 -5.96 -0.97
41 C -4.47 2.71 -2.62
42 C -4.35 4.20 -2.82
43 C -5.43 4.71 -3.78
44 O -4.52 4.84 -1.54
45 H -3.75 2.36 -1.87
46 H -4.26 2.14 -3.52
47 H -5.48 2.44 -2.29
48 H -3.35 4.43 -3.22
49 H -5.51 4.06 -4.65
50 H -5.20 5.72 -4.12
51 H -6.41 4.75 -3.31
52 H -4.79 5.75 -1.66
53 C -6.78 -0.15 -1.07
54 C -6.57 0.13 0.39
55 C -7.88 0.10 1.15
56 O -5.68 -0.90 0.90
57 H -6.98 -1.20 -1.28
58 H -6.01 0.28 -1.72
59 H -7.64 0.40 -1.46
60 H -6.10 1.11 0.51
61 H -8.50 0.96 0.94
62 H -7.70 0.08 2.23
63 H -8.41 -0.82 0.88
64 H -5.20 -0.48 1.62
65 C -1.79 4.38 2.60
66 C -2.22 4.68 1.19
67 C -1.28 4.05 0.17
68 O -3.50 4.06 1.07
69 H -0.91 4.85 3.02
70 H -1.65 3.28 2.60
71 H -2.62 4.46 3.31
72 H -2.28 5.76 0.98
73 H -0.27 4.48 0.20
74 H -1.60 4.27 -0.85
75 H -1.32 2.96 0.23
76 H -3.76 4.10 0.13
77 C -4.10 0.43 5.68
78 C -3.90 0.08 4.22
79 C -3.03 -1.13 4.00
80 O -5.18 -0.18 3.62
81 H -4.84 1.21 5.83
82 H -3.19 0.72 6.20
83 H -4.49 -0.47 6.16
84 H -3.50 0.93 3.66
85 H -1.98 -1.00 4.25
86 H -3.11 -1.39 2.94
87 H -3.47 -2.01 4.47
88 H -5.41 -1.08 3.88
89 C 0.93 -2.09 4.87
90 C 2.23 -1.34 4.69
91 C 2.03 0.18 4.62
92 O 3.05 -1.68 5.83
93 H 1.19 -3.11 5.15
94 H 0.32 -1.96 3.98
95 H 0.42 -1.77 5.78
96 H 2.75 -1.75 3.81
97 H 2.58 0.69 5.41
98 H 1.00 0.42 4.87
99 H 2.36 0.61 3.67
100 H 3.85 -1.14 5.75
101 C 6.47 -1.19 0.15
102 C 6.11 -0.84 1.59
103 C 5.50 -1.98 2.36
104 O 7.30 -0.38 2.24
105 H 7.04 -2.12 0.08
106 H 7.01 -0.36 -0.29
107 H 5.57 -1.36 -0.45
108 H 5.42 0.01 1.53
109 H 4.71 -2.46 1.78
110 H 5.11 -1.70 3.34
111 H 6.23 -2.78 2.53
112 H 7.95 -1.09 2.18
113 C -3.55 -3.06 -1.57
114 C -2.30 -2.60 -2.28
115 C -2.45 -1.23 -2.87
116 O -1.17 -2.73 -1.37
117 H -4.41 -3.10 -2.24
118 H -3.83 -2.38 -0.75
119 H -3.41 -4.05 -1.13
120 H -2.10 -3.34 -3.06
121 H -1.52 -0.69 -3.07
122 H -3.11 -0.55 -2.34
123 H -2.86 -1.31 -3.89
124 H -1.07 -1.89 -0.86
125 C -1.54 -4.03 2.22
126 C -0.13 -4.37 1.84
127 C 0.45 -5.49 2.69
128 O -0.05 -4.81 0.45
129 H -2.17 -4.91 2.40
130 H -1.98 -3.29 1.55
131 H -1.53 -3.55 3.21
132 H 0.51 -3.50 1.94
133 H 1.40 -5.83 2.26
134 H -0.22 -6.37 2.69
135 H 0.67 -5.15 3.70
136 H -0.48 -5.67 0.41
137 C 5.26 1.65 -4.97
138 C 4.75 2.86 -4.20
139 C 4.43 2.55 -2.75
140 O 5.61 3.97 -4.35
141 H 6.01 1.03 -4.46
142 H 5.68 1.96 -5.93
143 H 4.44 0.99 -5.26
144 H 3.79 3.06 -4.70
145 H 5.30 2.06 -2.30
146 H 3.52 1.98 -2.57
147 H 4.34 3.48 -2.18
148 H 5.09 4.78 -4.38
149 C 1.72 3.86 4.67
150 C 2.76 3.80 3.56
151 C 2.16 3.44 2.24
152 O 3.39 5.09 3.42
153 H 1.00 4.66 4.56
154 H 2.13 3.88 5.68
155 H 1.15 2.92 4.62
156 H 3.55 3.08 3.80
157 H 1.52 2.57 2.41
158 H 2.89 3.28 1.44
159 H 1.46 4.17 1.81
160 H 3.84 5.32 4.23
161 C 2.78 -1.72 -3.86
162 C 1.29 -1.93 -3.76
163 C 0.53 -1.90 -5.08
164 O 1.13 -3.31 -3.22
165 H 3.03 -0.78 -4.35
166 H 3.25 -2.50 -4.47
167 H 3.24 -1.75 -2.87
168 H 0.77 -1.34 -3.01
169 H -0.48 -2.26 -4.89
170 H 1.00 -2.65 -5.74
171 H 0.54 -0.94 -5.58
172 H 1.39 -3.92 -3.92

LUMO = -3.04 eV
highest occupied orbital energy = -11.37 eV
charge = +1


# 4
Computed, not measured: the ion C5H8F3N4 with charge +1 at a distorted geometry, with wB97M-V/def2-TZVPD.

Positions of all 20 atoms, in Å:
1 C 0.77 -0.21 1.52
2 C 0.10 -1.36 1.37
3 C -1.03 -0.32 -0.64
4 C 0.72 0.85 0.55
5 C -2.31 0.56 -0.18
6 N -0.73 -1.43 0.26
7 N -0.07 0.80 -0.54
8 N -1.22 -0.92 -1.89
9 N 1.58 1.90 0.70
10 F -2.37 1.62 -0.98
11 F -3.50 0.04 -0.28
12 F -2.20 1.10 1.04
13 H 1.50 -0.04 2.27
14 H 0.29 -2.14 2.12
15 H -1.26 -2.25 -0.02
16 H 0.13 1.42 -1.24
17 H -1.84 -0.46 -2.55
18 H -0.46 -1.32 -2.37
19 H 2.11 2.16 1.50
20 H 1.97 2.40 0.00

SMILES = N[C@@]1(C(F)(F)F)NC=CC(=[NH2+])N1
LUMO = -4.19 eV
highest occupied orbital energy = -13.38 eV
charge = +1


# 5
Computed, not measured: a structure of composition C42H41MgNO3P2S at a distorted geometry, with wB97M-V/def2-TZVPD.

Positions of all 91 atoms, in Å:
1 Mg -0.38 1.69 -1.69
2 C -2.53 1.02 -5.36
3 C -2.31 -0.29 -5.13
4 C -1.39 -1.10 -5.99
5 C 0.10 -0.53 -6.16
6 C 0.65 0.25 -4.99
7 C 0.20 1.49 -4.69
8 C -0.37 2.36 -5.76
9 C -1.71 1.84 -6.36
10 C 1.83 -0.13 0.32
11 H -3.34 1.57 -4.83
12 H -3.02 -0.88 -4.54
13 H -1.85 -1.14 -7.00
14 H -1.35 -2.18 -5.73
15 H 0.74 -1.41 -6.31
16 H 0.20 -0.01 -7.14
17 H 1.45 -0.22 -4.41
18 H 0.40 1.96 -3.70
19 H 0.40 2.37 -6.54
20 H -0.44 3.43 -5.52
21 H -2.34 2.69 -6.66
22 H -1.56 1.26 -7.29
23 H 1.16 0.71 0.51
24 H 2.75 0.01 0.90
25 H 1.34 -1.10 0.53
26 P -1.97 -1.02 -1.76
27 P 2.36 -0.27 -1.39
28 C -0.29 -0.69 -2.33
29 C 1.01 -1.20 -2.13
30 C -2.76 -2.64 -1.86
31 C -2.81 -3.49 -3.01
32 C -3.66 -4.60 -3.00
33 C -4.43 -4.92 -1.87
34 C -4.27 -4.15 -0.72
35 C -3.43 -3.04 -0.70
36 C -2.80 0.35 -2.52
37 C -2.17 1.64 -2.76
38 C -2.95 2.83 -2.67
39 C -4.32 2.67 -2.86
40 C -4.92 1.41 -2.88
41 C -4.17 0.26 -2.62
42 C 3.86 -1.23 -1.48
43 C 3.80 -2.63 -1.27
44 C 4.97 -3.40 -1.20
45 C 6.22 -2.79 -1.39
46 C 6.28 -1.42 -1.71
47 C 5.11 -0.64 -1.73
48 C 2.66 1.43 -1.96
49 C 2.33 2.55 -1.17
50 C 2.62 3.85 -1.62
51 C 3.26 4.07 -2.84
52 C 3.47 2.97 -3.68
53 C 3.15 1.68 -3.26
54 H -0.40 -0.50 -3.42
55 H 1.40 -2.05 -2.73
56 H -2.18 -3.31 -3.88
57 H -3.78 -5.27 -3.86
58 H -5.14 -5.76 -1.85
59 H -4.80 -4.37 0.20
60 H -3.28 -2.44 0.19
61 H -1.42 1.57 -3.57
62 H -2.49 3.79 -2.40
63 H -4.93 3.58 -2.83
64 H -6.00 1.36 -2.94
65 H -4.65 -0.69 -2.36
66 H 2.81 -3.11 -1.18
67 H 4.89 -4.48 -1.00
68 H 7.14 -3.37 -1.27
69 H 7.26 -0.96 -1.94
70 H 5.20 0.42 -1.98
71 H 1.85 2.43 -0.20
72 H 2.29 4.70 -1.00
73 H 3.59 5.09 -3.10
74 H 3.93 3.17 -4.66
75 H 3.30 0.88 -3.98
76 O -1.50 3.57 2.29
77 S -0.76 2.37 2.07
78 O 0.69 2.48 1.98
79 N -1.23 1.55 0.51
80 C -1.79 0.40 0.79
81 O -2.11 -0.52 -0.12
82 C -1.85 0.00 2.22
83 C -2.22 -1.22 2.82
84 C -2.18 -1.34 4.22
85 C -1.69 -0.31 5.04
86 C -1.18 0.86 4.45
87 C -1.28 0.97 3.05
88 H -2.48 -2.08 2.21
89 H -2.50 -2.24 4.73
90 H -1.76 -0.39 6.13
91 H -0.80 1.68 5.08

LUMO (spin up / spin down) = -0.14 / -0.48 eV
highest occupied orbital energy (spin up / spin down) = -5.47 / -4.62 eV
charge = 0


# 6
Computed, not measured: a cluster of 2 separate species, C9H10ClO in total at a distorted geometry, with wB97M-V/def2-TZVPD.

Positions of all 21 atoms, in Å:
1 C -3.90 -0.44 0.22
2 C -3.17 0.77 0.23
3 C -3.29 -1.68 -0.07
4 C -1.84 0.79 -0.21
5 C -1.93 -1.68 -0.22
6 C -1.14 -0.46 -0.21
7 C 0.19 -0.35 -0.37
8 C 3.28 0.97 0.42
9 C 2.60 0.02 -0.54
10 O 1.16 0.29 -0.69
11 Cl 1.29 -2.84 0.20
12 H -5.01 -0.52 0.43
13 H -3.83 1.56 0.33
14 H -3.84 -2.54 -0.21
15 H -1.41 1.66 -0.43
16 H -1.31 -2.64 -0.42
17 H 3.20 0.84 1.54
18 H 4.26 1.19 0.27
19 H 2.93 1.93 0.35
20 H 2.81 -1.01 -0.28
21 H 2.83 -0.03 -1.60

LUMO (spin up / spin down) = -6.43 / -6.48 eV
highest occupied orbital energy (spin up / spin down) = -13.62 / -13.58 eV
charge = +1


Table of ΔE to the lowest compared entry with this formula, charge and spin (kJ/mol), in record order: 211.9; 0.0; 0.0; 32.9; 245.3; 227.9